Entry 1:
{"formula": "C10H14N6O4", "method": "ωB97M-V/def2-TZVPD", "symbols": ["O", "N", "O", "C", "C", "N", "C", "N", "O", "N", "O", "C", "C", "H", "H", "N", "C", "C", "C", "C", "C", "N", "H", "H", "H", "H", "H", "H", "H", "H", "H", "H", "H", "H"], "positions_angstrom": [[2.482, 0.355, -2.728], [2.039, 1.510, -2.756], [2.743, 2.499, -2.997], [0.629, 1.718, -2.498], [0.130, 3.028, -2.355], [-1.114, 3.362, -2.159], [-1.966, 2.310, -2.084], [-3.309, 2.350, -1.946], [-3.812, 1.130, -1.937], [-2.755, 0.310, -2.081], [-2.826, -0.945, -2.113], [-1.555, 0.987, -2.187], [-0.231, 0.656, -2.409], [0.840, 3.839, -2.432], [0.086, -0.361, -2.579], [2.315, 0.851, 2.021], [1.713, -0.274, 2.711], [0.434, -0.739, 2.016], [-0.345, -1.828, 2.787], [-1.054, -2.639, 1.688], [-0.161, -2.485, 0.444], [0.738, -1.331, 0.685], [1.656, 1.618, 1.951], [3.134, 1.198, 2.509], [2.426, -1.105, 2.729], [1.504, -0.018, 3.758], [-0.226, 0.129, 1.866], [0.354, -2.459, 3.345], [-1.043, -1.402, 3.518], [-1.199, -3.690, 1.968], [-2.051, -2.224, 1.495], [0.462, -3.375, 0.301], [-0.745, -2.349, -0.474], [0.709, -0.627, -0.059]], "mulliken_charge": [-0.566, 0.944, -0.572, 0.054, -0.256, -0.559, 0.638, -0.545, -0.093, 0.853, -0.693, 0.283, -0.601, 0.527, 0.575, -0.536, -0.792, 0.320, -0.785, -0.615, -0.370, -0.389, 0.195, 0.218, 0.362, 0.298, 0.261, 0.327, 0.373, 0.344, 0.262, 0.299, 0.155, 0.085], "de_lowest_kcal_mol": 6.4, "total_charge": 0, "energy_ev": -27719.069, "smiles": "O=[N+]([O-])c1cnc2no[n+]([O-])c2c1.NC[C@@H]1CCCN1", "homo_energy_ev": -8.6}

***

Entry 2:
{"formula": "C4H2O2Sc", "method": "ωB97M-V/def2-TZVPD", "symbols": ["H", "O", "C", "C", "C", "C", "O", "Sc", "H"], "positions_angstrom": [[-3.281, -0.591, -1.147], [-3.877, 0.654, 0.615], [-3.221, -0.153, 0.057], [-1.886, -0.073, -0.480], [-0.707, -0.356, -0.180], [0.578, -0.639, 0.275], [1.541, 0.142, 0.131], [3.519, 0.396, 0.561], [0.672, -1.538, 0.907]], "mulliken_charge": [0.392, 0.070, 0.427, -0.045, 0.311, 0.197, -0.493, 1.767, 0.375], "de_lowest_kcal_mol": 46.7, "total_charge": 3, "energy_ev": -28933.713, "homo_energy_ev": [-22.1, -24.0]}

***

Entry 3:
{"formula": "C3H6O2", "method": "ωB97M-V/def2-TZVPD", "symbols": ["O", "C", "C", "C", "O", "H", "H", "H", "H", "H", "H"], "positions_angstrom": [[1.202, 0.068, 0.452], [-0.103, 0.033, 1.106], [-0.904, 0.230, -0.179], [0.394, 0.114, -1.004], [0.795, -1.071, -1.376], [1.300, -0.950, -0.176], [-0.164, 0.859, 1.814], [-0.246, -0.915, 1.632], [-1.392, 1.205, -0.251], [-1.605, -0.564, -0.436], [0.722, 0.991, -1.580]], "mulliken_charge": [-0.461, -0.298, -0.473, 0.146, -0.672, 0.441, 0.251, 0.245, 0.257, 0.239, 0.325], "de_lowest_kcal_mol": 76.1, "total_charge": 0, "energy_ev": -7300.377, "homo_energy_ev": -9.8}

***

Entry 4:
{"formula": "C41H38N4O2P3Se3V", "method": "ωB97M-V/def2-TZVPD", "symbols": ["V", "C", "C", "N", "O", "C", "C", "N", "O", "H", "H", "H", "H", "H", "H", "H", "N", "P", "C", "C", "C", "C", "C", "C", "C", "C", "C", "C", "C", "C", "P", "C", "C", "C", "C", "C", "C", "C", "C", "C", "C", "C", "C", "H", "H", "H", "H", "H", "H", "H", "H", "H", "H", "H", "H", "H", "H", "H", "H", "H", "H", "H", "H", "H", "Se", "P", "Se", "C", "C", "C", "C", "C", "C", "C", "C", "C", "C", "C", "C", "H", "H", "H", "H", "H", "H", "H", "H", "H", "H", "Se", "C", "N"], "positions_angstrom": [[-0.299, -0.674, 0.480], [-2.586, -1.618, 4.032], [-1.578, -1.418, 2.941], [-1.887, -1.092, 1.730], [-3.224, -0.888, 1.445], [-0.185, -1.598, 3.224], [0.310, -2.117, 4.540], [0.632, -1.341, 2.219], [1.887, -1.501, 2.347], [-3.587, -1.391, 3.676], [-2.340, -0.979, 4.882], [-2.552, -2.651, 4.382], [-3.369, -1.454, 0.637], [-0.268, -2.980, 4.873], [0.260, -1.356, 5.325], [1.351, -2.410, 4.415], [-1.106, 2.231, -0.281], [-0.467, 1.691, 1.169], [0.953, 2.743, 1.581], [0.973, 4.119, 1.365], [2.086, 4.858, 1.726], [3.174, 4.231, 2.319], [3.156, 2.864, 2.542], [2.051, 2.114, 2.165], [-1.663, 2.166, 2.463], [-1.230, 2.206, 3.787], [-2.135, 2.403, 4.815], [-3.484, 2.558, 4.531], [-3.923, 2.510, 3.217], [-3.020, 2.307, 2.185], [-1.531, 0.907, -1.279], [-3.190, 1.447, -1.818], [-4.323, 0.715, -1.486], [-5.581, 1.190, -1.830], [-5.710, 2.395, -2.502], [-4.581, 3.125, -2.847], [-3.325, 2.649, -2.514], [-0.557, 1.096, -2.804], [0.228, 2.206, -3.095], [1.043, 2.202, -4.215], [1.088, 1.090, -5.040], [0.310, -0.023, -4.752], [-0.508, -0.023, -3.636], [-1.398, 3.181, -0.469], [0.118, 4.616, 0.920], [2.104, 5.927, 1.551], [4.043, 4.813, 2.603], [4.008, 2.373, 2.993], [2.049, 1.036, 2.295], [-0.177, 2.079, 4.011], [-1.789, 2.433, 5.841], [-4.193, 2.708, 5.336], [-4.977, 2.612, 2.991], [-3.379, 2.232, 1.165], [-4.223, -0.242, -0.993], [-6.455, 0.603, -1.577], [-6.693, 2.763, -2.772], [-4.679, 4.058, -3.389], [-2.444, 3.204, -2.815], [0.242, 3.053, -2.419], [1.666, 3.063, -4.429], [1.746, 1.081, -5.900], [0.367, -0.904, -5.378], [-1.084, -0.908, -3.382], [0.142, -2.976, -0.573], [2.078, -2.072, -0.913], [2.083, 0.074, -0.665], [3.420, -2.889, 0.012], [4.420, -2.142, 0.617], [5.469, -2.786, 1.252], [5.515, -4.171, 1.288], [4.505, -4.916, 0.695], [3.454, -4.276, 0.058], [2.566, -2.388, -2.646], [3.743, -1.807, -3.105], [4.146, -1.997, -4.415], [3.376, -2.770, -5.273], [2.205, -3.353, -4.816], [1.798, -3.163, -3.503], [4.346, -1.062, 0.613], [6.245, -2.204, 1.733], [6.333, -4.673, 1.791], [4.532, -5.998, 0.736], [2.649, -4.848, -0.389], [4.331, -1.189, -2.437], [5.060, -1.537, -4.769], [3.691, -2.915, -6.300], [1.598, -3.954, -5.481], [0.875, -3.602, -3.146], [-3.333, -2.706, -1.335], [-5.122, -2.926, -1.127], [-6.268, -3.046, -1.004]], "mulliken_charge": [-0.383, -1.887, 0.615, 1.285, -0.806, 0.008, -1.872, 1.547, -0.854, 0.387, 0.326, 0.389, 0.044, 0.397, 0.265, 0.378, 0.387, 0.165, 0.113, -0.551, -0.693, -0.519, -0.816, 0.217, 0.504, -0.640, -0.695, -0.506, -0.675, -0.316, 0.475, 0.678, 0.204, -0.792, -0.476, -0.737, -0.621, 0.494, -0.085, -0.728, -0.580, -0.457, -0.772, 0.478, 0.328, 0.409, 0.367, 0.451, 0.234, 0.421, 0.396, 0.376, 0.422, 0.250, -0.087, 0.496, 0.375, 0.396, 0.372, 0.315, 0.381, 0.381, 0.449, 0.304, -0.569, 0.349, -0.294, 0.785, -0.215, -0.688, -0.425, -0.632, -0.642, 0.849, -0.542, -0.713, -0.408, -0.706, -0.250, 0.308, 0.382, 0.364, 0.386, 0.386, 0.377, 0.388, 0.371, 0.419, 0.330, -0.126, 0.308, -0.723], "de_lowest_kcal_mol": 2.8, "total_charge": -1, "spin_multiplicity": 4, "energy_ev": -302786.455, "homo_energy_ev": [-4.4, -4.6]}

***

Entry 5:
{"formula": "C14H16O", "method": "ωB97M-V/def2-TZVPD", "symbols": ["C", "C", "C", "C", "C", "O", "C", "C", "H", "H", "H", "H", "H", "H", "H", "H", "C", "C", "C", "C", "C", "C", "C", "H", "H", "H", "H", "H", "H", "H", "H"], "positions_angstrom": [[-2.659, -0.688, 1.086], [-2.428, -0.162, -0.315], [-2.179, 1.192, -0.529], [-1.971, 1.681, -1.814], [-2.025, 0.815, -2.895], [-1.823, 1.255, -4.172], [-2.282, -0.531, -2.706], [-2.485, -1.007, -1.416], [-2.084, -0.092, 1.794], [-2.332, -1.724, 1.136], [-3.707, -0.622, 1.366], [-2.121, 1.879, 0.306], [-1.765, 2.734, -1.970], [-1.731, 2.209, -4.215], [-2.306, -1.225, -3.536], [-2.682, -2.059, -1.247], [2.336, -2.303, 2.125], [2.398, -0.910, 1.536], [1.295, -0.328, 0.936], [1.370, 0.951, 0.395], [2.548, 1.677, 0.467], [3.662, 1.096, 1.082], [3.585, -0.176, 1.604], [1.376, -2.396, 2.634], [3.150, -2.435, 2.835], [2.390, -3.102, 1.385], [0.355, -0.862, 0.876], [0.491, 1.399, -0.051], [2.623, 2.669, 0.044], [4.566, 1.684, 1.158], [4.436, -0.619, 2.100]], "mulliken_charge": [-1.581, 0.418, -0.632, -0.325, 0.928, -0.548, -0.618, -0.434, 0.357, 0.368, 0.405, 0.354, 0.277, 0.283, 0.402, 0.351, -1.334, 0.565, -0.201, -0.052, -0.673, -0.475, -0.504, 0.339, 0.367, 0.280, 0.388, 0.241, 0.380, 0.358, 0.314], "de_lowest_kcal_mol": 1.4, "total_charge": 0, "energy_ev": -16825.175, "smiles": "Cc1ccc(O)cc1.Cc1ccccc1", "homo_energy_ev": -8.5}